# C36H44F4MnNO3Sb

C36H44F4MnNO3Sb as an isolated structure (wB97M-V/def2-TZVPD, the Open Molecules 2025 dataset).

Structure (XYZ):
```
90
C36H44F4MnNO3Sb | the Open Molecules 2025 dataset | wB97M-V/def2-TZVPD
Mn -0.1875 -0.2176 0.8003
C 1.7055 -2.0587 1.6141
O 1.0628 -1.2054 2.5331
C 0.2299 -1.7983 3.5451
C -1.2047 -1.9798 3.0789
O -1.5895 -0.9348 2.1831
C -2.4156 0.1409 2.6981
C -1.5437 1.2887 3.0974
O -0.7264 1.5936 1.9700
C 0.2111 2.6495 2.2037
H 2.0095 -2.9766 2.1194
H 2.7881 -0.9943 0.0876
H -0.0513 -2.7908 1.0348
H 0.2779 -1.1182 4.3882
H 0.6390 -2.7590 3.8593
H -1.8637 -1.9938 3.9441
H -1.3507 -2.9183 2.5477
H -3.0170 -0.2072 3.5344
H -3.0744 0.4370 1.8909
H -0.9094 1.0442 3.9561
H -2.1692 2.1451 3.3559
H -0.3156 3.5726 2.4481
H 0.7794 2.7801 1.2863
H 0.8782 2.3890 3.0319
C 6.6568 -2.5480 1.1133
C 5.4261 -1.6904 1.3003
C 5.5319 -0.3513 1.7496
C 4.4553 0.5218 1.9561
C 4.6644 1.9319 2.4611
C 3.2062 0.0313 1.6948
C 2.9893 -1.2975 1.1445
C 4.1756 -2.1452 1.0514
N 0.6999 -2.2897 0.5712
C 0.9573 -3.1281 -0.6712
C 1.8655 -2.4360 -1.6937
C 1.4916 -4.5073 -0.2899
C -0.4219 -3.2725 -1.2927
H 7.4670 -2.2330 1.7706
H 7.0177 -2.4720 0.0862
H 6.4417 -3.5968 1.3128
H 6.5321 0.0269 1.9567
H 5.7213 2.1966 2.4833
H 4.2739 2.0402 3.4749
H 4.1504 2.6513 1.8215
H 2.3465 0.6726 1.8105
H 4.0465 -3.1719 0.7233
H 2.9285 -2.5346 -1.4620
H 1.6065 -1.3776 -1.7998
H 1.7265 -2.9129 -2.6656
H 2.4984 -4.4691 0.1295
H 1.5399 -5.1429 -1.1764
H 0.8358 -5.0023 0.4362
H -0.8285 -2.2924 -1.5318
H -1.1131 -3.7932 -0.6171
H -0.3593 -3.8510 -2.2152
F 1.2043 0.4716 -0.1402
F -6.5118 4.6268 0.7307
C -5.5202 3.8024 0.3869
C -5.7920 2.7474 -0.4587
C -4.7510 1.9008 -0.8243
C -3.4554 2.1122 -0.3424
C -3.2298 3.1788 0.5327
C -4.2592 4.0349 0.8991
Sb -1.8567 0.8732 -0.9936
C -2.8224 -0.1027 -2.5960
C -3.1917 0.6313 -3.7289
C -3.8426 0.0137 -4.7875
C -4.1194 -1.3381 -4.6949
F -4.7393 -1.9366 -5.7143
C -3.7875 -2.0913 -3.5883
C -3.1348 -1.4606 -2.5347
C -0.6684 2.2412 -2.0929
C -0.4465 3.5427 -1.6498
C 0.3666 4.4114 -2.3686
C 0.9508 3.9525 -3.5311
F 1.7316 4.7850 -4.2325
C 0.7574 2.6692 -4.0000
C -0.0553 1.8122 -3.2691
H -6.8015 2.5989 -0.8252
H -4.9648 1.0749 -1.4916
H -2.2414 3.3530 0.9459
H -4.0985 4.8743 1.5661
H -2.9731 1.6919 -3.7937
H -4.1392 0.5632 -5.6744
H -4.0438 -3.1448 -3.5592
H -2.8946 -2.0405 -1.6520
H -0.9263 3.9133 -0.7519
H 0.5429 5.4317 -2.0459
H 1.2292 2.3591 -4.9262
H -0.2080 0.8023 -3.6343
```

Results
- Gap between HOMO and LUMO (alpha / beta): 5.7 / 5.7 eV
- 2S+1: 2
- LUMO energy (alpha / beta): -7.51 / -7.51 eV
- Energy above the lowest of the compared OMol25 structures with the same formula, charge and spin: 0.184 eV
- E_HOMO (alpha / beta): -13.20 / -13.16 eV
- Charge: +2



# C36H44N2SiTc

C36H44N2SiTc as an isolated structure (wB97M-V/def2-TZVPD, the Open Molecules 2025 dataset).

Structure (XYZ):
```
84
C36H44N2SiTc | the Open Molecules 2025 dataset | wB97M-V/def2-TZVPD
C 1.0821 2.3097 -1.1103
C -0.0150 2.5721 -1.9890
C -1.2138 2.6221 -1.2208
H 0.0421 2.6992 -3.0647
C -0.8514 2.4470 0.1494
C 0.5616 2.2364 0.2221
H 1.1484 2.1473 1.1320
H 2.1257 2.2112 -1.4004
H -2.2168 2.7800 -1.6069
H -1.5140 2.5618 0.9997
Tc -0.3250 0.6830 -0.9587
C -0.8110 -1.8675 -2.7997
H -1.8261 -1.5976 -2.4993
H -0.2827 -2.2880 -1.9328
H -0.8884 -2.6439 -3.5718
Si 0.1124 -0.4422 -3.6549
C 1.7377 -0.6211 -4.5451
C 2.5294 0.5381 -4.7043
H 2.1073 1.5314 -4.5243
C 3.8741 0.4236 -5.0728
H 4.4779 1.3256 -5.1829
C 4.4283 -0.8435 -5.2860
H 5.4970 -0.9424 -5.4924
C 3.6134 -1.9828 -5.2322
H 4.0321 -2.9616 -5.4655
C 2.2658 -1.8806 -4.8640
H 1.6207 -2.7597 -4.8035
C -0.9373 0.6956 -4.7085
C -0.4089 1.4317 -5.7833
H 0.5809 1.1841 -6.1730
C -1.1357 2.4924 -6.3386
H -0.7088 3.0669 -7.1618
C -2.4016 2.8148 -5.8339
H -2.9496 3.6668 -6.2352
C -2.9870 2.0082 -4.8538
H -3.9941 2.2109 -4.4862
C -2.2808 0.9171 -4.3417
H -2.7617 0.2579 -3.6167
H -1.5337 0.4273 -2.0119
H 0.7190 0.5113 -2.6546
C -5.2820 0.6583 4.1029
C -3.7831 0.4056 4.2799
C -3.1360 1.6630 4.8858
C -3.5727 -0.7721 5.2424
C -3.1027 0.1058 2.9363
C -3.7070 0.3496 1.6923
C -2.9683 0.2459 0.5230
N -1.6326 -0.0388 0.5361
C -1.0800 -0.4384 1.7167
C -1.7855 -0.3614 2.9234
C 0.3217 -0.8021 1.6039
C 1.0879 -1.3305 2.6510
C 2.4467 -1.5590 2.4627
C 2.9707 -1.3151 1.1853
C 2.1698 -0.7993 0.1744
N 0.8536 -0.5171 0.3831
C 3.3687 -1.9616 3.6235
C 4.3886 -3.0155 3.1692
C 4.1205 -0.7068 4.1014
C 2.5678 -2.5250 4.8039
H -5.7457 0.8271 5.0804
H -5.7721 -0.2038 3.6374
H -5.4610 1.5463 3.4879
H -3.6054 1.9084 5.8467
H -2.0616 1.5148 5.0529
H -3.2624 2.5211 4.2127
H -3.9588 -1.6998 4.8028
H -2.5124 -0.9131 5.4803
H -4.1058 -0.5886 6.1829
H -4.7443 0.6667 1.6045
H -3.4253 0.4464 -0.4487
H -1.2467 -0.6146 3.8328
H 0.5861 -1.5360 3.5921
H 4.0215 -1.4906 0.9587
H 2.5612 -0.5839 -0.8242
H 5.0642 -2.6193 2.4039
H 4.9965 -3.3386 4.0242
H 3.8722 -3.8942 2.7634
H 3.4078 0.0523 4.4505
H 4.7946 -0.9546 4.9321
H 4.7144 -0.2698 3.2895
H 1.9235 -1.7559 5.2463
H 1.9485 -3.3721 4.4852
H 3.2523 -2.8762 5.5871
```

Results
- Gap between HOMO and LUMO (alpha / beta): 5.2 / 3.4 eV
- 2S+1: 4
- LUMO energy (alpha / beta): -5.76 / -10.04 eV
- Energy above the lowest of the compared OMol25 structures with the same formula, charge and spin: 0.530 eV
- E_HOMO (alpha / beta): -10.95 / -13.43 eV
- Charge: +2



Number 1 is which compound?
C36H44F4MnNO3Sb